This record from the OMol25 dataset describes a gas-phase ion, C10H8N3 (charge +1) in a non-equilibrium geometry. The level of theory is ωB97M-V/def2-TZVPD.

Output
Kohn-Sham gap = 7.07 eV
Charge = +1
HOMO level = -0.4579 hartree
E_tot = -14960.352 eV
SMILES = C=c1n2ccnc2c2cccc[n+]12

Last column: Mulliken charge in e.
Positions of all 21 atoms, in Å:
C (0.229, 2.677, -0.084)  -0.882
C (0.050, 1.400, 0.044)  0.601
N (1.609, 0.570, 0.191)  -0.102
C (2.969, 0.621, 0.112)  -0.276
C (3.286, -0.713, -0.119)  -0.275
N (2.232, -1.501, -0.165)  -0.588
C (1.196, -0.690, -0.016)  0.234
C (-0.219, -0.863, 0.027)  0.471
C (-0.982, -2.019, 0.100)  -0.624
C (-2.376, -1.879, 0.104)  -0.315
C (-2.965, -0.620, -0.081)  -0.717
C (-2.228, 0.509, -0.057)  0.073
N (-0.883, 0.388, 0.032)  0.154
H (-0.551, 3.501, -0.202)  0.253
H (1.182, 3.151, 0.006)  0.299
H (3.500, 1.460, 0.310)  0.478
H (4.296, -1.205, -0.220)  0.398
H (-0.636, -3.050, 0.122)  0.465
H (-2.926, -2.722, 0.155)  0.537
H (-3.986, -0.413, -0.154)  0.402
H (-2.796, 1.398, -0.106)  0.412